(1)
73
Properties=species:S:1:pos:R:3:forces:R:3:mulliken_charge:R:1 method="wB97M-V/def2-TZVPD" e_homo_ev=-14.25 e_tot_ha=-4132.77550 charge=+2 homo_lumo_gap_ev=7.4
K 25.37678 3.34620 -3.53940 -0.54 0.45 0.54 1.02
K 25.60424 -1.78419 -4.11513 -0.59 -0.45 0.36 1.00
K 23.57109 1.47894 -7.10982 -0.56 0.00 -0.01 1.03
B 22.70977 0.84125 -3.81500 -0.14 -0.04 -0.40 0.49
F 21.58760 0.57031 -3.08129 0.43 -0.08 0.11 -0.02
F 23.12300 -0.31383 -4.55773 0.46 -0.17 -0.07 -0.43
F 22.51185 1.86264 -4.75999 -0.23 0.07 -0.66 -0.53
F 23.81895 1.28089 -3.06370 0.45 -0.33 0.55 -0.39
C 18.10578 -0.75454 -3.44850 0.64 0.65 -0.95 -1.10
C 17.91041 -0.14380 -4.83321 0.43 -1.52 0.29 0.38
C 19.20402 0.17026 -5.58586 -0.07 -0.31 0.27 0.14
O 18.84408 -0.16626 -6.92290 0.95 1.43 -0.74 -0.45
C 17.75460 -0.93859 -6.94732 -0.19 -1.16 0.87 0.51
O 17.24351 -1.37880 -7.91538 -0.08 0.07 -0.20 -0.50
O 17.42331 -1.23575 -5.65366 -0.64 0.71 -0.53 -0.40
H 18.73340 -1.63392 -3.59938 -0.19 -0.19 0.10 0.35
H 17.14454 -1.02550 -3.02584 0.12 0.13 0.36 0.45
H 18.71531 -0.05048 -2.87966 -0.44 0.03 0.53 0.08
H 17.17215 0.65694 -4.87781 0.13 0.18 0.11 0.41
H 20.03315 -0.48770 -5.30703 -0.18 -0.16 0.30 0.00
H 19.58008 1.18762 -5.48671 -0.37 0.18 -0.32 0.16
C 22.85855 8.87843 -2.71640 0.04 -0.07 -0.10 -1.55
C 22.17833 7.53143 -2.68529 0.72 -0.41 -0.09 0.50
C 21.04597 7.30707 -3.68396 -0.28 0.16 1.04 -0.38
O 21.31839 6.01633 -4.24351 -0.35 -0.25 -0.13 -0.30
C 22.51199 5.59722 -3.85504 0.36 0.09 -0.13 0.50
O 22.97418 4.51887 -4.17487 0.33 0.42 0.10 -0.43
O 23.13279 6.50433 -3.11308 0.36 -0.35 -0.18 -0.34
H 22.26335 9.65968 -2.24628 -0.19 -0.09 -0.07 0.40
H 23.04433 9.14451 -3.75797 0.00 0.13 0.04 0.36
H 23.81582 8.86071 -2.19801 -0.04 -0.17 0.08 0.36
H 21.88993 7.16830 -1.69684 -0.06 0.53 0.10 0.27
H 20.98381 8.05133 -4.47375 -0.09 -0.06 0.00 0.38
H 20.15172 7.23063 -3.06323 -0.39 0.16 -0.72 0.30
C 19.83687 3.05342 -2.87185 -0.06 -0.19 -0.57 -1.10
C 19.78747 3.26318 -1.37840 0.41 -0.34 -0.35 0.66
C 20.39516 4.59597 -0.88000 0.05 -2.04 -0.19 0.81
O 19.34977 5.09543 -0.07957 0.53 1.73 0.10 -0.40
C 18.17150 4.50397 -0.34728 0.01 -1.09 -0.61 0.55
O 17.09451 4.87007 -0.04581 -0.06 0.36 0.35 -0.50
O 18.41382 3.35161 -1.03803 -0.18 0.24 0.28 -0.44
H 20.80698 2.78663 -3.28960 0.13 0.37 0.31 -0.01
H 19.45089 3.93816 -3.38367 0.10 0.05 0.04 0.44
H 19.18181 2.22983 -3.15842 -0.11 -0.03 0.20 0.09
H 20.24448 2.43306 -0.82856 -0.20 -0.12 -0.09 0.06
H 20.73051 5.13758 -1.76598 -0.62 0.90 0.23 -0.55
H 21.28267 4.39535 -0.28586 -0.10 0.29 0.31 0.01
C 19.86292 -2.74925 -0.25102 1.38 0.61 0.48 -1.55
C 20.90796 -2.01594 -1.09369 -1.83 1.00 -0.23 1.38
C 22.08481 -1.38145 -0.37282 -0.20 -0.77 0.76 0.08
O 23.22809 -1.97515 -0.99815 -0.07 0.04 -0.77 -0.32
C 22.81348 -2.74369 -2.05973 -0.82 0.23 1.67 0.61
O 23.56788 -3.31363 -2.77860 0.99 0.09 -0.97 -0.65
O 21.48710 -2.83766 -2.09586 0.84 -0.20 -0.44 -0.30
H 19.75427 -2.11646 0.63551 -0.43 -0.04 -0.04 0.42
H 20.27461 -3.68624 0.12412 -0.29 -0.23 -0.23 0.40
H 18.91297 -2.83052 -0.76472 0.01 -0.30 -0.01 0.33
H 20.37618 -1.21355 -1.60719 0.03 -0.08 -0.25 -0.62
H 22.01969 -1.66772 0.67984 0.53 0.02 0.01 0.43
H 22.10989 -0.29587 -0.44495 0.09 -0.02 -0.26 -0.20
C 26.22273 1.11131 0.31608 -0.63 -0.36 -0.04 -1.61
C 24.80486 1.65199 0.13686 0.59 -0.92 0.85 1.22
C 24.06162 2.08021 1.43090 1.62 0.18 -1.44 -0.26
O 23.60095 3.37730 1.06980 -0.48 0.36 0.22 -0.34
C 24.10127 3.80144 -0.09894 -0.17 -0.68 0.36 0.57
O 23.89005 4.86043 -0.58217 0.12 0.32 -0.43 -0.50
O 24.85889 2.82255 -0.68275 -0.51 0.21 0.17 -0.20
H 26.67503 1.06224 -0.67555 0.19 -0.16 0.09 0.30
H 26.14192 0.10217 0.72658 0.14 -0.04 -0.12 0.44
H 26.87818 1.66581 0.98582 -0.22 0.36 -0.07 0.40
H 24.17289 0.86116 -0.27441 0.23 0.30 -0.91 -0.56
H 24.81351 2.16114 2.21382 -0.56 -0.01 0.51 0.29
H 23.25633 1.37390 1.59066 -0.21 0.36 0.60 0.32

(2)
44
Properties=species:S:1:pos:R:3:forces:R:3:mulliken_charge:R:1 method="wB97M-V/def2-TZVPD" e_homo_ev=-4.43 e_tot_ha=-1966.01913 e_above_lowest_kj_mol=0.0 charge=-1 homo_lumo_gap_ev=6.4
Pb -8.89217 -14.01908 4.89121 -0.26 -1.51 -0.09 0.84
O -11.08899 -17.51484 7.88165 -1.22 1.48 0.09 -0.76
C -11.46234 -16.29140 7.83418 1.77 -1.46 0.16 0.27
O -10.71148 -15.30868 7.67218 -0.18 0.41 -0.20 -0.71
C -12.95155 -16.00174 8.01495 -0.12 0.37 -2.14 0.37
C -13.76298 -16.87659 8.70413 -0.62 0.04 0.29 -0.36
C -15.13605 -16.57824 8.75528 1.93 -0.44 0.51 -0.27
C -15.64309 -15.46054 8.17278 -0.56 0.66 -1.03 -0.44
C -14.76218 -14.69729 7.34404 0.38 -0.89 1.19 -0.18
N -13.45231 -14.96496 7.22984 -0.72 -0.81 1.71 -0.34
H -13.36774 -17.78083 9.20879 -0.07 0.86 -0.53 0.35
H -15.70422 -17.23360 9.35330 -1.07 -0.56 0.49 0.40
H -16.73462 -15.30721 8.31611 0.93 0.47 -0.47 0.27
H -15.09982 -13.80812 6.83829 -0.22 0.07 -0.34 0.39
I -11.27569 -15.52648 0.37873 0.11 -0.01 0.25 0.01
C -11.36230 -13.54466 1.01921 -0.38 0.73 -0.39 -0.59
C -12.19926 -12.67486 0.25314 0.90 -2.35 -0.17 -0.44
C -12.29022 -11.35598 0.41509 0.77 -0.31 1.51 -0.82
I -13.30382 -10.33440 -1.02235 -0.50 0.81 -0.37 0.07
C -11.59178 -10.85225 1.55442 -0.77 1.16 -1.68 1.65
C -11.75096 -9.49574 1.88195 -1.91 -0.32 -1.37 -0.82
C -11.16151 -9.01958 2.94286 2.68 -0.91 2.33 -0.64
C -10.22279 -9.90119 3.59629 0.04 1.10 0.78 -0.40
N -9.98956 -11.15668 3.32924 -0.75 1.00 -0.27 -0.19
C -10.74123 -11.64801 2.30787 0.62 -1.03 0.26 -0.01
C -10.56838 -13.07200 2.05969 -0.51 -0.19 -0.01 0.74
O -9.79932 -13.80915 2.78125 -0.09 0.23 -0.38 -0.64
H -12.70933 -13.14649 -0.55008 -0.43 -0.31 -0.62 0.33
H -12.48661 -8.86814 1.39227 0.08 -0.25 -0.47 0.21
H -11.31192 -8.04240 3.30965 -0.03 0.94 0.37 0.45
H -9.66091 -9.45926 4.41156 0.17 -0.17 0.18 0.40
C -3.61800 -12.44209 2.16094 1.44 0.39 -0.53 -0.83
N -4.82734 -13.09370 2.47595 -2.17 -0.36 1.66 0.16
C -5.55138 -13.99216 1.71413 0.23 -0.01 -0.07 -0.39
C -6.72338 -14.15739 2.35449 -1.69 0.29 0.18 -0.48
N -6.83577 -13.35568 3.50086 2.00 -0.61 -1.36 -0.12
C -5.65749 -12.75240 3.54353 0.12 -0.31 -0.33 -0.48
H -3.82357 -11.43414 1.82361 0.08 0.33 -0.12 0.34
H -3.11072 -12.96429 1.33683 -0.16 0.08 0.36 0.29
H -2.93013 -12.38317 3.01535 -0.25 -0.15 -0.17 0.29
H -5.23980 -14.46711 0.78253 0.21 0.46 0.48 0.38
H -7.59995 -14.67617 1.98840 0.16 -0.19 0.21 0.46
H -5.34324 -12.09558 4.35230 0.02 -0.07 -0.39 0.40
H -8.57533 -12.50355 5.69993 0.06 1.35 0.48 -0.17

(3)
10
Properties=species:S:1:pos:R:3:forces:R:3:mulliken_charge:R:1 method="wB97M-V/def2-TZVPD" e_homo_ev=-9.42 smiles="[H]/N=P/N1C[C@@H]1Cl" e_tot_ha=-989.59237 e_above_lowest_kj_mol=223.6 homo_lumo_gap_ev=9.9
H -1.81245 -2.38916 1.08491 0.57 0.79 -0.10 0.22
N -1.18787 -1.58284 0.85805 -1.59 -1.92 0.46 -0.49
P -1.75196 -0.79836 -0.37068 -0.41 -0.70 0.48 -0.02
N -0.49098 0.19901 -0.45453 2.97 1.19 0.28 0.07
C 0.45664 1.24510 -0.76902 -0.79 -2.38 1.44 -0.37
C 0.74817 0.22016 0.30067 -0.73 2.80 1.78 -0.01
Cl 2.07206 -0.88991 0.11484 -0.19 -0.38 -0.36 -0.18
H 0.20670 2.21063 -0.53073 -0.62 2.20 0.78 0.26
H 0.99019 1.12598 -1.62695 1.33 -0.31 -2.52 0.26
H 0.76950 0.65939 1.39344 -0.54 -1.29 -2.24 0.26

Number 1: lowest unoccupied orbital energy -6.892 eV. Number 2: lowest unoccupied orbital energy 2.002 eV. Number 3: lowest unoccupied orbital energy 0.490 eV.